1.
The following is a quantum chemistry calculation of a structure of composition C52H69F12N9O9S4, from the Open Molecules 2025 dataset.

Output
LUMO level	-9.10	eV
electronic energy	-162784.82275	eV
spin multiplicity	1
charge	+4

Structure (XYZ):
```
155
Properties=species:S:1:pos:R:3:forces:R:3:lowdin_charge:R:1
C 3.8338 0.2636 -1.9026 0.33 0.50 -1.38 -0.117
C 2.6875 0.1136 -0.9275 -0.83 0.06 -0.94 -0.661
C 2.4188 1.4696 -0.2029 -0.03 -0.73 0.33 -0.076
O 1.5865 -0.4190 -1.5793 0.22 0.52 0.40 -0.303
H 3.9453 -0.5747 -2.5902 -0.19 -0.44 0.33 0.057
H 4.8122 0.4345 -1.4535 -0.04 0.31 0.16 0.070
H 3.5388 1.0769 -2.5656 0.37 0.49 -0.12 0.055
H 3.1203 -0.6280 -0.2561 -0.27 -0.26 1.05 0.110
H 1.8777 2.2262 -0.7712 -0.10 -0.34 -0.51 0.062
H 3.3144 1.9885 0.1389 0.25 -0.24 0.13 0.063
H 1.8017 1.2451 0.6671 -0.06 0.13 0.19 0.050
C 5.4207 0.2790 4.0212 -0.21 0.26 0.78 -0.076
C 4.2135 0.1532 4.9838 -0.54 -0.25 -0.11 -0.229
C 4.5730 0.6352 6.4145 -1.09 1.16 -1.64 -0.103
N 3.4178 0.8024 7.4689 3.56 -0.85 1.64 -0.240
C 2.5108 1.9769 7.1666 -0.58 -0.95 -0.04 -0.094
C 1.3550 2.0877 8.1854 0.47 -0.17 -0.80 -0.168
C 0.5903 0.7868 8.2652 0.70 -1.61 0.01 -0.174
C 1.4822 -0.4531 8.6296 1.58 1.52 0.60 -0.125
C 2.7284 -0.5473 7.6986 -1.91 0.77 -1.67 -0.086
C 4.2083 1.1223 8.7731 -1.54 -0.07 -0.22 0.035
H 6.2227 -0.4150 4.2727 -0.07 -0.07 0.01 0.081
H 5.8179 1.2894 4.1188 0.13 0.05 -0.19 0.078
H 5.1329 0.1254 2.9812 -0.11 -0.06 0.17 0.081
H 3.7883 -0.8489 4.9266 0.35 -0.28 0.36 0.107
H 3.3996 0.7522 4.5753 0.02 0.40 0.07 0.101
H 4.8267 1.6849 6.2664 0.47 0.02 0.14 0.123
H 5.4672 0.1152 6.7581 -0.51 -0.20 0.76 0.141
H 2.1452 1.7333 6.1691 -0.30 0.27 -0.01 0.129
H 3.0504 2.9223 7.1105 0.47 -0.35 0.07 0.145
H 0.6761 2.8146 7.7395 0.11 0.36 0.34 0.124
H 1.7255 2.4428 9.1470 -0.22 0.12 -0.03 0.116
H 0.2375 0.6019 7.2506 -0.53 -0.09 -0.03 0.111
H -0.2441 0.8317 8.9651 -0.01 0.09 -0.16 0.119
H 0.9309 -1.3829 8.7698 0.13 0.01 -0.60 0.125
H 1.9658 -0.2740 9.5899 -0.52 0.06 0.56 0.102
H 2.3493 -0.7269 6.6925 0.08 -0.58 -0.10 0.120
H 3.4861 -1.2939 7.9361 -0.11 0.22 0.20 0.145
H 4.9132 1.9452 8.6545 -0.37 0.06 -0.26 0.116
H 4.7415 0.2576 9.1683 -0.18 -0.13 -0.41 0.114
H 3.3680 1.3569 9.4265 0.79 0.26 0.54 0.081
C -6.4980 -11.1504 -5.1774 0.07 0.04 -0.28 0.054
N -5.2745 -10.3288 -4.9731 0.93 -0.03 -0.44 -0.078
C -5.2335 -9.0286 -5.3912 -0.53 0.45 1.57 0.029
C -4.1377 -8.2259 -5.1501 -0.49 -1.38 -0.25 0.050
C -2.9894 -8.8437 -4.6450 1.23 1.58 0.92 -0.130
C -2.9709 -10.1595 -4.2394 -2.37 -1.39 -1.19 0.086
C -4.1861 -10.9012 -4.4558 1.62 0.90 0.22 0.055
C -1.7666 -7.9655 -4.4531 -0.13 0.33 -1.48 -0.107
C -1.8108 -6.6440 -3.9924 -0.05 -0.80 1.04 0.051
C -0.6222 -6.0035 -3.6803 0.38 0.33 -1.07 0.033
N 0.5576 -6.4599 -4.1447 -0.62 -1.02 -0.53 -0.063
C 0.5733 -7.6322 -4.8598 0.38 1.10 0.26 0.039
C -0.5628 -8.3814 -5.0323 0.10 -0.32 1.02 0.042
C 1.8133 -5.7287 -3.7997 -0.82 0.03 1.37 0.064
H -6.8083 -10.9679 -6.2062 -0.51 0.17 0.32 0.117
H -7.2037 -10.8974 -4.3861 -0.21 0.13 -0.41 0.122
H -6.2902 -12.2188 -5.1187 0.38 0.19 0.19 0.111
H -6.1877 -8.5812 -5.6274 -0.06 -0.23 -0.56 0.155
H -4.1850 -7.1674 -5.3589 0.04 -0.08 -0.17 0.136
H -2.1203 -10.7293 -3.8956 0.14 0.34 0.24 0.144
H -4.2540 -11.9586 -4.2469 0.01 0.01 0.19 0.154
H -2.7452 -6.1767 -3.7186 0.02 -0.02 0.27 0.133
H -0.5398 -5.0533 -3.1737 -0.37 -0.01 0.16 0.154
H 1.5146 -7.9206 -5.3039 0.14 0.02 0.16 0.157
H -0.4838 -9.3447 -5.5143 0.05 0.03 -0.17 0.141
H 2.2941 -6.3718 -3.0626 0.91 -0.17 -0.74 0.125
H 1.5285 -4.9143 -3.1335 -0.18 0.33 -0.38 0.106
H 2.3385 -5.3198 -4.6629 0.10 -0.64 0.13 0.120
C -1.1586 0.5074 -6.2290 -0.11 1.28 -0.85 0.052
N -0.3018 1.6198 -6.7588 -1.05 -1.42 0.21 -0.112
C 0.4141 2.3574 -5.9414 1.91 1.85 0.27 0.016
C 1.3294 3.3202 -6.4420 -0.11 -0.52 -0.58 0.089
C 1.4473 3.5272 -7.8489 -0.53 -0.83 1.59 -0.114
C 0.5703 2.7257 -8.5891 0.73 0.06 -1.83 0.009
C -0.3059 1.8250 -8.0833 0.20 -0.04 0.25 -0.012
C 2.3948 4.4178 -8.5571 0.93 1.01 2.38 -0.144
C 2.0334 5.0963 -9.6899 -0.35 -0.34 -2.13 0.027
C 2.9604 5.7726 -10.4803 0.36 -0.50 1.48 0.050
N 4.2411 5.8938 -10.0142 -1.27 1.10 -0.66 -0.095
C 4.5840 5.5092 -8.7718 -1.80 -1.30 0.67 0.033
C 3.6266 4.8151 -7.9870 1.21 -0.57 -1.15 0.076
C 5.2057 6.6911 -10.8167 0.73 -0.41 0.89 0.044
H -0.7516 0.1094 -5.2996 -0.18 0.20 -0.08 0.109
H -1.2262 -0.2442 -7.0155 0.16 -0.07 0.26 0.097
H -2.1192 1.0198 -6.1751 -0.31 -0.66 0.71 0.113
H 0.2478 2.1927 -4.8871 0.39 -0.02 0.13 0.151
H 2.0066 3.8128 -5.7601 -0.31 0.17 0.28 0.128
H 0.7789 2.6718 -9.6474 -0.64 0.28 -0.34 0.134
H -1.0239 1.2244 -8.6220 0.37 0.01 -0.42 0.148
H 1.0176 4.9154 -10.0088 -0.01 0.47 -0.56 0.131
H 2.7649 6.2140 -11.4464 -0.17 -0.02 0.09 0.148
H 5.6113 5.6563 -8.4728 -0.06 0.18 0.14 0.154
H 3.9310 4.3759 -7.0485 0.20 0.27 0.13 0.128
H 6.1066 6.0790 -10.7736 0.15 0.25 -0.73 0.111
H 5.4361 7.6087 -10.2753 -0.23 0.06 -0.08 0.116
H 4.8473 6.9273 -11.8186 0.03 -0.38 0.21 0.111
C -7.7598 7.6940 4.5754 0.76 0.27 -1.39 0.055
N -7.1314 6.4107 4.1145 1.20 -1.18 3.12 -0.080
C -6.3078 5.7559 5.0410 -0.64 -1.78 -2.48 0.100
C -5.7223 4.4851 4.6665 -0.31 2.05 0.50 0.063
C -5.8720 3.9914 3.3864 -1.19 0.95 -1.27 -0.120
C -6.7036 4.7442 2.4922 0.41 -0.55 0.55 0.070
C -7.3491 5.9122 2.8962 1.08 -0.29 -0.09 0.013
C -5.1296 2.7532 2.9428 -0.04 -0.46 0.02 -0.122
C -4.3080 2.7805 1.8368 0.15 0.06 -0.76 0.070
C -3.6352 1.6222 1.4207 -0.63 0.84 0.32 0.048
N -3.7892 0.5038 2.1119 0.33 -1.35 -0.19 -0.086
C -4.4855 0.4208 3.2608 -0.35 1.07 -0.38 0.019
C -5.1918 1.5297 3.6342 -0.71 0.76 1.03 0.046
C -3.1120 -0.7472 1.6716 0.12 -0.03 0.20 0.057
H -8.1353 7.6606 5.5982 0.04 -0.25 -0.30 0.117
H -8.4964 7.9734 3.8222 -0.34 -0.19 0.44 0.105
H -6.9669 8.4292 4.4376 -0.03 0.18 0.51 0.120
H -6.2127 6.2186 6.0122 0.12 -0.02 -0.04 0.147
H -5.0279 3.9202 5.2707 -0.17 0.45 0.76 0.134
H -6.8431 4.3908 1.4812 -0.11 0.08 -0.07 0.132
H -7.9181 6.5819 2.2684 -0.23 -0.45 -0.34 0.153
H -4.2511 3.6957 1.2661 0.45 -0.02 -0.16 0.143
H -2.9761 1.5418 0.5690 -0.08 0.31 -0.12 0.160
H -4.4524 -0.4904 3.8396 -0.10 -0.14 -0.24 0.162
H -5.8341 1.4822 4.5011 0.07 -0.20 0.20 0.139
H -2.2928 -0.8201 2.3870 0.26 -0.65 -0.52 0.127
H -2.8127 -0.7199 0.6239 0.35 0.51 0.29 0.111
H -3.7973 -1.5931 1.7252 -0.02 0.17 0.47 0.113
C 1.9072 -8.0667 1.4571 -1.52 1.23 1.37 -0.698
F 2.6675 -8.6778 2.3295 -0.43 -0.50 0.83 0.171
F 2.5532 -8.0917 0.3407 0.69 0.17 -2.25 0.154
F 0.6993 -8.6511 1.2681 0.98 -0.07 0.42 0.108
S 1.6070 -6.2137 1.9333 -0.47 0.93 -0.01 0.718
O 2.7326 -5.5141 1.3554 0.35 -0.70 1.25 -0.328
O 0.3718 -5.8233 1.2225 1.10 -1.00 1.60 -0.361
N 1.6642 -6.2034 3.7329 3.62 -0.58 -5.23 -0.301
S 0.2438 -6.2338 4.2037 -5.34 0.78 1.74 0.502
O -0.2479 -4.8569 4.3653 -0.08 -1.20 0.67 -0.368
O -0.6636 -7.1297 3.4838 0.79 0.33 1.01 -0.349
C 0.3797 -7.0330 6.0187 -0.89 -0.96 -2.76 -0.686
F -0.8426 -7.3291 6.4529 -0.48 0.52 0.01 0.130
F 1.0105 -8.2032 5.9370 0.57 0.01 -0.16 0.129
F 0.9691 -6.2634 6.8613 0.92 1.23 1.19 0.177
C 3.5620 8.3379 0.9139 -1.56 1.02 1.39 -0.606
F 3.4499 7.8137 2.1694 1.21 0.35 -1.68 0.098
F 3.2455 9.6507 1.0571 0.39 -0.88 -0.42 0.110
F 4.7633 8.2505 0.3644 -0.56 -0.48 0.56 0.165
S 2.1791 7.5799 -0.1416 -2.35 -0.75 -2.29 0.722
O 1.8796 8.4668 -1.2603 0.84 -0.27 1.75 -0.319
O 2.4963 6.2039 -0.5754 0.06 2.33 1.37 -0.333
N 0.8067 7.7086 0.9431 3.02 3.81 -3.20 -0.296
S 0.6135 6.3597 1.5045 -0.73 -4.88 3.16 0.475
O -0.2184 5.4930 0.6918 -0.33 -0.12 0.68 -0.347
O 1.8340 5.7807 2.0498 -1.34 -0.30 0.40 -0.343
C -0.5313 6.7041 3.1289 0.46 0.04 -2.14 -0.595
F -1.7830 7.1557 2.7074 1.30 -0.27 0.90 0.040
F -0.7262 5.5856 3.8314 -0.42 -0.65 -0.25 0.088
F 0.0362 7.5348 3.9816 -0.32 0.76 -0.25 0.137
```
Forces are in eV/Å.



2.
The following is a quantum chemistry calculation of a structure of composition C20H54F3N2O14V, from the Open Molecules 2025 dataset.

Output
LUMO level (spin up / spin down)	-6.69 / -6.19	eV
electronic energy	-87086.99453	eV
spin multiplicity	2
charge	+1
⟨S²⟩	0.835

Structure (XYZ):
```
94
Properties=species:S:1:pos:R:3:forces:R:3:lowdin_charge:R:1
O -4.0915 -0.6601 1.0507 -0.03 1.93 -3.87 -0.152
V -3.8571 -0.2282 -0.4585 3.59 -4.94 4.21 1.374
C -0.7638 -1.1385 0.2649 -1.69 -0.55 1.33 -0.370
O -1.3579 -0.7808 1.4883 1.20 0.70 0.68 -0.114
O -1.7888 -0.9485 -0.6364 -2.37 1.23 -1.53 -0.192
C 0.6202 -0.4689 -0.0534 0.18 0.05 0.25 -0.532
F 0.7853 0.6967 0.5688 -0.18 0.20 0.15 0.166
F 1.5560 -1.3268 0.4130 -0.04 0.31 0.06 0.136
F 0.9138 -0.2472 -1.3373 -0.60 -0.42 -0.16 0.154
C -0.5502 -0.8324 2.6995 -0.03 1.30 0.28 -0.211
C -1.5408 -0.5568 3.8048 -1.57 -1.14 0.23 -0.072
H -2.0997 0.3782 3.8191 0.48 0.28 -0.68 0.072
H -2.2757 -1.3372 3.5726 -0.41 0.13 0.44 0.079
H -1.3000 -0.7241 4.8539 0.87 -0.19 -0.24 0.078
H 0.2074 -0.0504 2.6489 0.17 -0.17 -0.08 0.099
H -0.0725 -1.8003 2.8554 -0.06 -0.14 -0.28 0.134
H -0.5343 -2.2003 0.4327 0.27 -0.26 -0.83 0.157
C -1.4788 6.7796 3.3537 0.07 -0.36 -0.21 -0.121
O -0.7787 5.9297 4.2412 0.51 0.20 -0.49 -0.223
C 0.4190 6.5581 4.7696 -1.14 -0.65 -0.25 -0.184
C 1.2363 5.4565 5.4211 1.40 0.85 0.61 -0.210
N 0.6716 5.1866 6.7264 0.41 0.76 -0.29 -0.079
C 1.3000 4.1586 7.5118 -1.59 -0.85 0.58 -0.192
C 0.8323 2.7612 7.0867 -0.39 0.13 -0.37 -0.221
O 1.6737 2.2567 6.0664 -0.05 -0.64 0.30 -0.182
C 1.0742 1.2628 5.2616 1.13 -0.01 -0.54 -0.121
H -0.8506 7.1318 2.5294 0.28 0.13 0.16 0.087
H -1.9067 7.6400 3.8726 -0.14 0.01 -0.02 0.091
H -2.2425 6.1747 2.8643 -0.28 0.12 0.29 0.080
H 0.0497 7.2752 5.5073 0.41 -0.06 0.40 0.124
H 0.9055 7.1745 4.0103 0.29 -0.51 -0.30 0.118
H 2.2559 5.8278 5.5954 -0.10 0.50 0.16 0.122
H 1.5229 4.5666 4.8476 -1.05 -0.05 -0.61 0.114
H -0.3313 5.0881 6.6578 0.01 -0.27 0.15 0.107
H 0.9005 4.2795 8.5235 0.27 0.07 0.15 0.114
H 2.3836 4.2419 7.5781 -0.01 0.08 -0.31 0.129
H -0.1795 2.8480 6.6679 -0.09 0.33 -0.11 0.114
H 0.6426 2.0947 7.9371 0.84 -0.35 0.04 0.119
H 0.8411 0.3107 5.7456 -0.53 0.32 0.60 0.088
H 1.8453 0.9430 4.5563 0.05 0.32 -0.20 0.089
H 0.2470 1.6830 4.6849 -0.35 -0.18 0.19 0.069
C 4.2719 -2.3862 -5.5946 -0.67 -0.53 0.75 -0.109
O 3.4471 -1.7695 -6.5450 -0.99 0.68 -0.04 -0.175
C 2.0589 -2.0926 -6.5574 0.16 -0.27 -0.80 -0.214
C 1.0968 -0.9629 -6.2509 1.34 0.38 1.65 -0.172
N 0.9315 -0.8009 -4.7731 0.10 0.34 -1.47 -0.051
C -0.3823 -0.3657 -4.4032 0.04 -0.70 2.35 -0.244
C -0.4812 1.1557 -4.3136 -0.58 -0.62 -1.23 -0.200
O -1.7887 1.4952 -3.8907 -1.38 -0.05 0.39 -0.209
C -2.2396 2.7964 -4.2347 1.06 0.87 -0.33 -0.109
H 5.0180 -1.6521 -5.2971 0.43 -0.40 -0.29 0.092
H 4.6172 -3.3561 -5.9647 0.69 0.30 -0.19 0.092
H 3.7486 -2.6773 -4.6749 -0.32 0.32 0.03 0.065
H 1.8374 -2.9318 -5.8921 0.13 -0.19 -0.05 0.109
H 1.8250 -2.3679 -7.5885 0.11 -0.41 -0.01 0.122
H 0.1406 -1.1279 -6.7509 -0.09 -0.11 0.03 0.115
H 1.5679 -0.0522 -6.6262 -0.27 0.08 -0.27 0.121
H 1.2306 -1.6073 -4.2478 -0.06 -0.18 -0.23 0.080
H -0.5228 -0.7755 -3.3934 -0.22 0.27 0.15 0.094
H -1.1863 -0.8617 -4.9608 -0.10 0.58 -0.52 0.119
H -0.3147 1.4544 -5.3545 0.07 0.74 0.12 0.130
H 0.2614 1.5910 -3.6465 0.10 -0.10 -0.19 0.097
H -1.5166 3.5245 -3.8563 0.08 0.14 -0.14 0.091
H -3.1981 3.1371 -3.8406 -0.14 -0.97 0.53 0.077
H -2.3445 2.9551 -5.3111 0.29 -0.31 -0.16 0.089
O 1.4954 2.6502 -1.8213 0.01 0.15 -0.05 -0.052
H 0.7441 2.0781 -1.6471 0.03 -0.03 0.06 -0.003
H 2.0305 2.1608 -2.4551 0.07 0.01 0.04 0.041
O -4.5401 -2.2766 -1.1115 0.30 1.23 -0.26 -0.057
H -5.3349 -2.7040 -1.4531 -0.22 0.37 0.07 0.104
H -3.8016 -2.8944 -1.3255 0.51 -0.22 0.41 0.049
O -1.6158 2.8001 2.6731 -0.09 -0.07 0.01 -0.059
H -0.6727 2.6437 2.5601 0.02 0.09 -0.02 0.029
H -1.6649 3.5278 3.3055 0.11 0.08 -0.01 0.027
C 1.5309 -4.1041 -2.3152 0.08 0.72 0.70 -0.254
C 2.3919 -4.5380 -1.1189 -0.32 -0.99 0.13 -0.206
O 1.6726 -4.2639 0.0953 0.53 0.31 -0.33 -0.080
O 2.1211 -4.6006 -3.4819 0.03 0.04 -0.45 -0.045
H 1.4361 -3.0064 -2.3034 0.74 0.25 -0.19 0.103
H 0.4621 -4.3198 -2.2196 0.29 -1.04 0.08 0.088
H 3.4268 -4.1867 -1.1457 -0.32 1.09 0.02 0.128
H 2.6480 -5.6019 -1.1245 -0.87 -0.29 -0.34 0.121
H 2.1903 -3.6239 0.5912 -0.14 0.01 0.11 0.072
H 1.4485 -4.8730 -4.1119 -0.06 -0.05 0.05 0.093
C -1.7172 -5.1126 -0.8014 -0.04 -0.58 -0.93 -0.150
C -2.0162 -6.1449 -1.8966 0.01 -0.29 -0.05 -0.221
O -1.7574 -5.5634 -3.1732 -0.28 -0.11 0.54 -0.063
O -2.3611 -3.8703 -1.2346 0.39 -0.07 0.47 -0.112
H -0.6363 -4.9804 -0.7869 -0.13 0.29 0.29 0.090
H -2.0600 -5.4294 0.1815 -0.17 0.15 -0.01 0.129
H -3.0345 -6.5400 -1.8229 -0.24 0.35 -0.09 0.117
H -1.3998 -7.0409 -1.8228 0.31 0.23 0.24 0.128
H -2.2518 -4.7366 -3.1162 0.15 0.10 -0.43 0.068
H -1.6958 -3.1743 -1.1524 -0.20 0.16 -0.05 0.066
```
Forces are in eV/Å.